Below is C30H49BO2OsP2 as an isolated structure, with properties calculated with the ωB97M-V functional and the def2-TZVPD basis.

Geometry (Å):
Os1 0.55351 -0.07277 0.10971
C1 1.85261 -0.59802 -1.69751
C2 1.41676 0.65428 -2.24275
C3 2.24901 1.07308 -0.13570
C4 2.49658 -0.31784 -0.45489
C5 1.58746 1.65944 -1.25523
C6 2.07430 -1.82113 -2.54309
H1 1.23963 -1.99814 -3.21964
H2 2.24395 -2.70580 -1.93795
H3 2.96631 -1.67224 -3.16370
C7 3.57073 -1.14929 0.19144
H4 3.59053 -2.14270 -0.25793
H5 3.36197 -1.21728 1.26233
H6 4.54626 -0.65794 0.05370
C8 2.92326 1.86723 0.94557
H7 3.80644 2.35858 0.52589
H8 3.21145 1.20083 1.74648
H9 2.23502 2.61641 1.33884
C9 1.57265 3.12872 -1.48405
H10 2.51414 3.38165 -1.99421
H11 1.56275 3.67573 -0.54128
H12 0.73274 3.45425 -2.10919
C10 1.17189 0.84748 -3.68529
H13 2.17892 0.80932 -4.14705
H14 0.67953 1.80160 -3.91733
H15 0.57078 0.04131 -4.13731
C11 -3.03833 -0.30904 -1.92923
C12 -2.24728 -0.54542 -2.99051
C13 -2.67252 -0.15841 -4.38280
C14 -2.65406 1.38127 -4.71033
C15 -2.28974 2.34147 -3.60574
C16 -3.12471 2.56356 -2.57796
C17 -4.44706 1.83021 -2.47782
C18 -4.41135 0.30508 -2.10235
H16 -3.69084 -0.54009 -4.61008
H17 -3.67710 1.63360 -5.05151
H18 -1.99795 -0.65960 -5.10419
H19 -5.00493 -0.24649 -2.86416
H20 -2.68420 -0.45570 -0.89830
H21 -1.22543 -0.93416 -2.87106
H22 -4.95673 0.18917 -1.14404
H23 -5.06115 2.34803 -1.71151
H24 -2.88517 3.25378 -1.74677
H25 -4.97723 1.90860 -3.44886
H26 -1.95469 1.53680 -5.55824
H27 -1.28307 2.79686 -3.67825
P1 -0.19919 -2.44451 0.30107
C19 1.26603 -3.43395 0.81359
H28 0.85864 -4.39993 1.14493
H29 1.78453 -2.95776 1.64761
H30 1.95035 -3.56596 -0.03376
C20 -1.41981 -2.84595 1.60812
H31 -1.33587 -3.93218 1.77502
H32 -2.43474 -2.56587 1.28931
H33 -1.13914 -2.33079 2.52966
C21 -0.76571 -3.59372 -1.01287
H34 -1.79502 -3.35845 -1.31713
H35 -0.71146 -4.61065 -0.58223
H36 -0.09671 -3.53877 -1.88262
P2 -0.95851 1.54029 1.33685
C22 -0.70828 3.34472 0.99807
H37 -1.55659 3.87660 1.45656
H38 -0.62546 3.60457 -0.06384
H39 0.19913 3.64217 1.54863
C23 -2.73239 1.25045 1.78077
H40 -3.43743 1.66155 1.04090
H41 -2.87676 1.71058 2.77171
H42 -2.90514 0.17196 1.89259
C24 -0.42390 1.74191 3.08470
H43 -0.99704 2.61185 3.43975
H44 0.65347 1.94003 3.08571
H45 -0.68392 0.82452 3.63168
O1 2.03666 0.20206 2.98836
B1 1.05006 -0.50388 2.15213
O2 0.69443 -1.63415 3.01508
C25 1.45161 -1.62653 4.16087
C26 1.51886 -2.56257 5.17720
C27 2.38431 -2.28375 6.24026
C28 3.14617 -1.10520 6.26177
C29 3.07937 -0.17326 5.21864
C30 2.24302 -0.47546 4.16322
H46 0.91628 -3.47077 5.12572
H47 2.46911 -3.00179 7.08611
H48 3.81871 -0.91511 7.12611
H49 3.65669 0.75144 5.21358

Properties
E_tot   -57703.469 eV
Lowest unoccupied orbital energy (alpha / beta)   -6.32 / -10.58 eV
Maximum force   0.109 hartree/bohr
2S+1   5
Total charge   +2
HOMO level (alpha / beta)   -10.42 / -12.72 eV
Kohn-Sham gap (alpha / beta)   0.151 / 0.079 Eh
<S²>   6.020


Below is C30H49BrIN5NiSSb as an isolated structure, with properties calculated with the ωB97M-V functional and the def2-TZVPD basis.

Geometry (Å):
Ni1 1.23065 0.70972 0.13519
C1 -3.69876 2.78708 0.12885
C2 -2.34273 3.35183 -0.04144
N1 -2.05144 4.60185 -0.16364
N2 -0.69293 4.63804 -0.29769
C3 -0.11722 3.43152 -0.25276
S1 1.49588 3.00554 -0.37265
N3 -1.18711 2.59079 -0.09255
N4 -1.02274 1.21658 0.03123
H1 -4.41896 3.59920 0.08659
H2 -3.79617 2.27930 1.08951
H3 -3.92307 2.07194 -0.66358
H4 -0.21766 5.51865 -0.39725
H5 -1.36015 0.73733 -0.80079
H6 -1.55536 0.86374 0.82140
C4 1.45626 -5.35440 2.74142
C5 1.07913 -3.91360 2.53155
C6 0.53402 -3.15826 3.56745
C7 0.15135 -1.82392 3.37696
C8 -0.42039 -1.01501 4.50539
C9 0.32435 -1.27380 2.13316
C10 0.92197 -1.98132 1.04795
C11 1.27464 -3.33377 1.29105
N5 1.09532 -1.25410 -0.08597
C12 1.60098 -1.68844 -1.41266
C13 2.63823 -0.65292 -1.86762
C14 2.26372 -3.06055 -1.53973
C15 0.40382 -1.62508 -2.38011
H7 1.25951 -5.67149 3.76379
H8 2.51481 -5.51581 2.53544
H9 0.89042 -6.00254 2.07067
H10 0.39237 -3.61600 4.53924
H11 -0.86052 -1.65603 5.26795
H12 -1.18999 -0.32943 4.15171
H13 0.35978 -0.41992 4.98321
H14 0.02154 -0.24804 1.95930
H15 1.69913 -3.94867 0.52280
H16 3.57885 -0.77016 -1.32877
H17 2.28083 0.37726 -1.74602
H18 2.83125 -0.78636 -2.93273
H19 3.08112 -3.17930 -0.82810
H20 2.68708 -3.13682 -2.54058
H21 1.55136 -3.87734 -1.43052
H22 -0.02899 -0.62316 -2.38022
H23 -0.37043 -2.33700 -2.09710
H24 0.73742 -1.85123 -3.39092
C16 -5.47784 -1.71260 -1.58580
C17 -4.05688 -1.17248 -1.51282
C18 -3.40952 -1.16416 -2.89439
Sb1 -2.70662 -2.13401 -0.08149
C19 -4.06320 -2.10419 1.61669
C20 -4.27118 -0.65406 2.03738
C21 -3.50822 -2.93592 2.76655
C22 -2.83616 -4.22560 -0.68792
C23 -4.18626 -4.87906 -0.42911
C24 -1.71197 -5.00311 -0.00737
H25 -6.11258 -1.03324 -2.16054
H26 -5.93612 -1.83893 -0.60483
H27 -5.49961 -2.67548 -2.09685
H28 -4.10091 -0.14118 -1.14347
H29 -3.31302 -2.17964 -3.28518
H30 -2.41084 -0.72121 -2.88722
H31 -4.01739 -0.60186 -3.60743
H32 -5.01654 -2.52265 1.28824
H33 -3.33105 -0.21454 2.38974
H34 -4.98452 -0.58250 2.86201
H35 -4.65446 -0.04161 1.21832
H36 -2.51490 -2.58818 3.06076
H37 -3.42375 -3.99164 2.50595
H38 -4.15756 -2.86555 3.64333
H39 -2.63971 -4.20293 -1.76455
H40 -4.44677 -4.84811 0.63006
H41 -4.15350 -5.93235 -0.72030
H42 -4.99400 -4.40775 -0.98537
H43 -1.86109 -5.05396 1.07428
H44 -0.73533 -4.54616 -0.18018
H45 -1.67782 -6.02936 -0.38138
Br1 5.66796 1.95326 -0.42999
C25 5.69895 0.13330 0.06252
C26 6.64336 -0.69721 -0.52948
C27 6.66279 -2.04960 -0.23395
C28 5.73875 -2.58516 0.65097
C29 4.79814 -1.76105 1.24847
C30 4.78430 -0.40083 0.95966
I1 3.30938 0.77262 1.86836
H46 7.35535 -0.27570 -1.22483
H47 7.40234 -2.68495 -0.70078
H48 5.75201 -3.64199 0.88082
H49 4.07409 -2.16592 1.94214

Properties
E_tot   -175907.520 eV
Lowest unoccupied orbital energy (alpha / beta)   -4.06 / -4.15 eV
Maximum force   0.036 hartree/bohr
Total charge   +1
HOMO level (alpha / beta)   -9.48 / -9.45 eV
Kohn-Sham gap (alpha / beta)   0.199 / 0.195 Eh